Entry from the OMol25 dataset: a 15-piece molecular cluster, C45H120O45S15 overall in a non-equilibrium geometry (ωB97M-V/def2-TZVPD).

ORCA input file:
```
! wB97M-V def2-TZVPD RIJCOSX def2/J DEFGRID3
* xyz 0 1
O -2.476 -8.922 -3.020
S -1.100 -9.011 -2.541
O -0.510 -7.856 -1.886
O -1.035 -10.233 -1.423
C -1.820 -11.431 -1.779
C -1.368 -12.694 -1.014
C 0.026 -9.624 -3.898
H -1.856 -11.658 -2.844
H -2.835 -11.085 -1.582
H -0.435 -12.970 -1.505
H -2.128 -13.452 -1.205
H -1.113 -12.558 0.037
H -0.116 -8.969 -4.757
H -0.413 -10.547 -4.275
H 1.038 -9.807 -3.536
O 3.061 10.006 4.168
S 4.098 8.971 4.196
O 5.279 9.128 3.362
O 4.497 8.765 5.823
C 5.624 7.940 6.199
C 5.895 7.911 7.731
C 3.310 7.238 3.961
H 6.552 8.345 5.794
H 5.501 6.985 5.688
H 6.870 7.444 7.872
H 5.193 7.269 8.264
H 5.942 8.956 8.036
H 2.603 7.003 4.757
H 4.034 6.461 3.717
H 2.627 7.341 3.118
O 0.089 1.444 8.267
S 0.679 2.763 8.253
O 0.939 3.481 7.018
O -0.178 3.679 9.397
C -0.388 5.017 9.079
C -1.428 5.669 9.978
C 2.295 2.774 9.198
H -0.529 5.129 8.004
H 0.517 5.622 9.136
H -2.397 5.597 9.485
H -1.260 6.743 10.055
H -1.369 5.254 10.985
H 2.813 1.822 9.083
H 2.022 2.925 10.242
H 2.839 3.620 8.778
O 5.547 -1.050 -4.062
S 5.454 -1.574 -5.407
O 4.204 -2.130 -5.911
O 6.007 -0.362 -6.445
C 7.340 0.079 -6.139
C 7.582 1.216 -7.212
C 6.748 -2.930 -5.615
H 8.139 -0.656 -6.234
H 7.399 0.543 -5.155
H 8.348 1.966 -7.014
H 6.620 1.723 -7.298
H 7.782 0.738 -8.170
H 6.590 -3.276 -6.636
H 6.510 -3.769 -4.961
H 7.767 -2.595 -5.422
O 2.165 4.485 -9.442
S 2.260 3.497 -10.543
O 3.460 2.725 -10.847
O 1.020 2.379 -10.285
C 1.103 1.502 -9.180
C 0.237 2.019 -8.054
C 1.662 4.275 -12.066
H 2.140 1.363 -8.877
H 0.789 0.513 -9.515
H 0.573 3.037 -7.854
H 0.404 1.657 -7.039
H -0.838 1.947 -8.215
H 1.638 3.495 -12.826
H 2.303 5.120 -12.320
H 0.687 4.666 -11.772
O -0.313 -2.600 5.150
S 0.509 -3.771 5.488
O 0.651 -4.907 4.615
O 2.028 -3.204 5.862
C 2.959 -4.094 6.494
C 4.427 -3.607 6.519
C 0.011 -4.519 7.152
H 2.889 -5.083 6.041
H 2.678 -4.291 7.529
H 4.763 -3.520 5.486
H 5.105 -4.262 7.067
H 4.473 -2.634 7.009
H 0.620 -5.293 7.619
H -0.995 -4.937 7.121
H -0.034 -3.636 7.790
O -2.998 -7.334 -9.052
S -3.129 -5.943 -9.457
O -2.202 -5.388 -10.423
O -4.685 -5.890 -10.074
C -5.688 -6.830 -9.858
C -7.041 -6.179 -9.856
C -3.366 -4.889 -8.013
H -5.583 -7.459 -8.974
H -5.678 -7.609 -10.621
H -7.182 -5.462 -10.665
H -7.279 -5.613 -8.955
H -7.897 -6.815 -10.079
H -4.435 -4.680 -7.983
H -2.834 -3.942 -8.113
H -3.065 -5.333 -7.064
O 1.070 3.016 -0.251
S -0.259 2.421 -0.395
O -1.203 3.080 -1.262
O -0.130 0.803 -0.892
C -1.339 0.169 -1.243
C -1.110 -1.256 -1.742
C -0.960 2.220 1.307
H -1.617 0.784 -2.099
H -2.077 0.125 -0.443
H -0.303 -1.251 -2.474
H -2.008 -1.829 -1.973
H -0.581 -1.737 -0.919
H -0.533 1.324 1.757
H -2.019 1.980 1.207
H -0.809 3.012 2.041
O 6.185 -6.435 -0.021
S 4.787 -6.956 0.062
O 4.183 -7.594 -1.056
O 4.640 -7.884 1.483
C 3.483 -8.578 1.711
C 3.740 -9.833 2.588
C 3.794 -5.557 0.610
H 3.172 -8.965 0.740
H 2.613 -8.020 2.057
H 4.627 -10.336 2.203
H 2.916 -10.545 2.623
H 3.868 -9.520 3.624
H 4.115 -5.122 1.557
H 2.724 -5.746 0.525
H 4.079 -4.786 -0.105
O -5.876 -0.232 -5.081
S -6.956 -0.404 -4.224
O -7.332 -1.738 -3.715
O -6.817 0.603 -2.951
C -6.611 2.013 -3.117
C -7.815 2.781 -2.487
C -8.452 0.242 -4.974
H -6.498 2.321 -4.156
H -5.675 2.407 -2.721
H -7.803 3.854 -2.676
H -7.713 2.882 -1.407
H -8.792 2.503 -2.883
H -9.195 0.376 -4.187
H -8.765 -0.368 -5.821
H -8.257 1.216 -5.424
O -5.543 -7.924 4.740
S -4.932 -7.811 3.420
O -5.490 -8.524 2.246
O -4.796 -6.211 3.007
C -4.433 -5.863 1.723
C -4.973 -4.423 1.518
C -3.154 -8.290 3.534
H -4.716 -6.600 0.972
H -3.347 -5.861 1.813
H -6.046 -4.246 1.445
H -4.610 -4.100 0.542
H -4.685 -3.694 2.275
H -3.150 -9.233 4.081
H -2.612 -7.479 4.020
H -3.041 -8.412 2.457
O 3.396 8.647 -4.275
S 3.990 8.557 -2.932
O 3.164 8.685 -1.746
O 4.862 7.164 -2.788
C 5.030 6.399 -3.966
C 3.833 5.494 -4.071
C 5.458 9.704 -2.681
H 5.939 5.815 -3.826
H 5.190 7.020 -4.847
H 2.923 6.046 -3.835
H 3.804 4.625 -3.415
H 3.705 5.103 -5.081
H 5.995 9.389 -1.786
H 5.131 10.732 -2.527
H 6.188 9.481 -3.459
O -4.110 7.630 3.717
S -4.609 7.615 2.369
O -4.759 6.305 1.677
O -5.988 8.539 2.267
C -6.921 8.229 1.218
C -7.816 9.430 0.990
C -3.528 8.728 1.346
H -7.638 7.502 1.597
H -6.534 7.723 0.334
H -8.250 9.738 1.942
H -8.563 9.090 0.274
H -7.218 10.191 0.487
H -4.028 9.652 1.056
H -3.150 8.140 0.510
H -2.714 9.021 2.009
O 6.969 0.723 2.470
S 5.981 1.661 2.964
O 5.655 1.696 4.398
O 6.493 3.173 2.439
C 6.942 3.373 1.101
C 7.412 4.829 1.002
C 4.450 1.374 2.038
H 6.167 3.167 0.362
H 7.683 2.613 0.854
H 8.021 5.256 1.799
H 6.543 5.480 1.101
H 7.986 5.119 0.122
H 3.813 2.216 2.310
H 4.030 0.461 2.461
H 4.713 1.326 0.981
O -4.434 -1.356 9.012
S -5.807 -1.174 8.494
O -7.020 -1.365 9.344
O -5.982 0.355 7.908
C -4.777 1.011 7.452
C -5.096 1.915 6.240
C -5.925 -2.041 6.867
H -4.038 0.295 7.092
H -4.251 1.518 8.261
H -5.900 2.581 6.553
H -5.366 1.350 5.348
H -4.224 2.543 6.055
H -6.000 -3.115 7.035
H -5.017 -1.929 6.275
H -6.702 -1.583 6.256
*
```

Output
Max |F|, eV/Å: 5.07
Electronic energy, Eh: -11144.61032
Energy relative to the best compared isomer or geometry (same formula, charge and spin), eV: 10.066